{"formula": "C6H18N6O12", "method": "wB97M-V/def2-TZVPD", "species": ["C", "N", "O", "O", "H", "H", "H", "C", "N", "O", "O", "H", "H", "H", "C", "N", "O", "O", "H", "H", "H", "C", "N", "O", "O", "H", "H", "H", "C", "N", "O", "O", "H", "H", "H", "C", "N", "O", "O", "H", "H", "H"], "positions_angstrom": [[3.5699, 1.0603, 2.4432], [3.1778, 0.5493, 1.1045], [2.3474, 1.2356, 0.5121], [3.7003, -0.4360, 0.7019], [3.2603, 2.0775, 2.5733], [4.6885, 1.0273, 2.4425], [3.1187, 0.3750, 3.1485], [0.3199, 4.4103, 1.6702], [-0.5508, 3.7379, 2.6385], [-1.6996, 3.4091, 2.3361], [-0.1172, 3.4418, 3.7114], [0.6768, 3.5233, 1.0909], [1.2014, 4.8539, 2.1350], [-0.2166, 5.1974, 1.1889], [-2.9391, 0.9025, 0.7111], [-2.2257, 1.3229, -0.5591], [-1.0074, 1.3459, -0.5376], [-2.8402, 1.6834, -1.5474], [-3.5682, 0.0726, 0.4140], [-3.5092, 1.7901, 1.0366], [-2.1418, 0.6313, 1.4236], [0.4283, -0.4474, -2.7498], [0.5716, -1.3880, -3.8365], [1.5963, -1.4546, -4.4423], [-0.4315, -2.0417, -4.1758], [-0.2615, -0.8600, -2.0198], [0.0265, 0.4980, -3.0835], [1.4323, -0.4389, -2.3381], [-1.9886, -4.3503, -2.7016], [-1.2255, -3.3938, -1.8109], [-1.8822, -2.3950, -1.3995], [-0.0733, -3.6025, -1.6449], [-2.3005, -5.1364, -2.0070], [-1.3107, -4.7098, -3.4478], [-2.8331, -3.7572, -2.9529], [0.4233, -1.3563, 0.7920], [0.4282, -1.0874, 2.2344], [1.5049, -1.3087, 2.8284], [-0.6014, -0.6494, 2.7460], [1.1582, -0.7498, 0.3017], [-0.5402, -1.1840, 0.3613], [0.6339, -2.3981, 0.7082]], "forces_ev_per_a": [[1.69, -0.47, -0.11], [-0.65, 2.35, 0.61], [0.02, -0.58, -0.23], [0.38, -1.25, -0.68], [-0.47, 0.29, -0.08], [-1.01, -0.23, 0.29], [0.13, 0.00, 0.28], [1.18, -1.05, -0.24], [-2.13, -0.75, 0.72], [0.72, 0.81, -1.08], [1.46, 0.08, 1.20], [-0.40, 1.12, -0.37], [-0.32, -0.28, 0.48], [-0.51, -0.07, -0.82], [0.59, 0.60, -0.38], [0.42, 0.79, -0.59], [0.26, -0.36, 0.52], [-0.60, -0.48, 0.79], [-0.19, -0.05, 0.18], [0.22, -0.60, -0.13], [-0.63, 0.10, -0.34], [0.44, -0.35, 1.48], [-2.62, -1.19, -1.92], [1.43, 0.15, -0.13], [0.62, 0.51, 0.70], [-0.07, -0.05, -0.14], [0.26, 0.19, -0.31], [-0.03, 0.81, 0.24], [0.19, 0.32, 2.13], [-2.83, 1.68, -0.84], [1.53, -1.99, -0.29], [1.56, 0.05, 0.84], [0.06, -0.10, -0.31], [0.06, 0.01, -0.50], [-0.62, 0.06, -0.94], [-0.34, -0.34, -0.09], [0.48, 0.65, 1.19], [-2.03, 0.46, -0.70], [1.41, -0.60, -0.24], [0.45, 0.19, -0.05], [-0.55, 0.28, 0.12], [0.46, -0.69, -0.25]], "lowdin_charge": [0.05, -0.46, 0.03, 0.10, 0.08, 0.12, 0.08, 0.05, -0.45, 0.03, 0.08, 0.11, 0.10, 0.09, 0.06, -0.42, 0.02, 0.06, 0.10, 0.10, 0.07, 0.03, -0.44, 0.10, 0.03, 0.05, 0.11, 0.11, 0.07, -0.42, 0.00, 0.09, 0.11, 0.09, 0.09, 0.03, -0.38, 0.03, 0.07, 0.06, 0.06, 0.10], "multiplicity": 1, "smiles": "C[N+](=O)[O-].C[N+](=O)[O-].C[N+](=O)[O-].C[N+](=O)[O-].C[N+](=O)[O-].C[N+](=O)[O-]", "de_lowest_kj_mol": 39.4, "e_lumo_ha": -0.0051, "mol_weight_g_mol": 366.24}

---

{"formula": "C6H18N6O8Zn", "method": "wB97M-V/def2-TZVPD", "species": ["Zn", "C", "O", "O", "O", "C", "O", "N", "N", "H", "H", "H", "H", "C", "O", "N", "N", "H", "H", "H", "H", "C", "O", "N", "N", "H", "H", "H", "H", "C", "C", "O", "O", "H", "H", "H", "H", "H", "H"], "positions_angstrom": [[-13.8788, -27.6787, 20.7234], [-17.6815, -29.0566, 19.5470], [-16.6761, -29.0677, 18.8593], [-18.7931, -29.0567, 19.0512], [-17.3821, -28.6951, 20.7015], [-11.9537, -24.0950, 24.7713], [-12.1414, -25.1238, 24.1625], [-12.4596, -22.9108, 24.5481], [-11.1539, -23.8995, 25.7973], [-12.0154, -22.1985, 25.1098], [-13.0777, -22.6172, 23.8053], [-10.4019, -24.5713, 25.8551], [-11.1236, -23.0061, 26.2673], [-16.6583, -22.7270, 19.8020], [-15.7585, -23.5312, 19.6619], [-17.8512, -23.0063, 20.1360], [-16.3703, -21.4651, 19.6236], [-18.5917, -22.3441, 19.9536], [-18.1834, -23.9343, 19.9158], [-15.3825, -21.2899, 19.5067], [-17.1126, -20.8226, 19.3866], [-13.3857, -32.8409, 22.9690], [-12.9256, -31.8060, 22.4739], [-13.9545, -33.7580, 22.2853], [-13.3641, -33.0569, 24.2377], [-14.5397, -34.3719, 22.8338], [-14.1899, -33.5758, 21.3202], [-13.0310, -32.2820, 24.7934], [-13.2116, -33.9749, 24.6302], [-7.3443, -27.0811, 17.9460], [-8.2732, -27.8264, 18.9005], [-9.5326, -27.1664, 18.8792], [-7.0556, -25.7283, 18.2649], [-7.8014, -27.2575, 16.9723], [-6.4976, -27.7414, 17.7586], [-7.8295, -27.7789, 19.8950], [-8.4359, -28.9005, 18.8108], [-9.1848, -26.2829, 18.7379], [-6.5546, -25.7693, 19.0828]], "forces_ev_per_a": [[-0.12, 0.01, 0.10], [-1.39, 2.19, -0.25], [2.58, -0.94, -1.44], [-1.38, -0.88, 0.13], [0.33, -0.35, 1.48], [-0.57, -1.05, -1.39], [0.04, -0.52, -0.16], [-2.49, 4.07, -1.51], [3.23, -1.91, 3.12], [-0.81, 0.37, -0.93], [0.12, -0.53, 0.17], [-0.05, 0.30, 0.65], [0.52, -0.76, 0.04], [4.72, -0.89, -1.29], [0.69, -1.68, 0.26], [-6.47, -1.79, 0.94], [0.23, 3.59, -0.24], [0.21, 0.19, 0.27], [0.40, -0.15, 0.28], [-0.47, 0.38, -0.33], [0.69, 0.32, 0.11], [2.24, 4.83, -2.31], [-0.20, -0.10, -0.01], [-2.46, -3.96, -2.71], [0.47, -0.43, 5.68], [-0.14, -0.11, -0.68], [0.13, -0.11, 0.26], [0.16, -0.26, -0.10], [-0.19, 0.17, -0.14], [-0.07, -2.72, -1.11], [0.00, 0.59, 1.06], [0.57, -0.12, 0.07], [-0.54, -0.97, -0.21], [-0.41, 1.39, -0.27], [0.98, 0.41, 0.66], [0.06, 0.32, 0.56], [0.22, 0.05, -1.02], [-0.96, 0.81, 0.08], [0.14, 0.22, 0.18]], "lowdin_charge": [0.36, -0.98, 0.23, 0.21, 0.21, -0.77, 0.04, 0.15, 0.13, 0.10, 0.12, 0.12, 0.10, -0.83, 0.02, 0.18, 0.16, 0.11, 0.13, 0.12, 0.11, -0.81, 0.00, 0.17, 0.16, 0.11, 0.13, 0.12, 0.11, -0.27, -0.25, -0.07, -0.03, 0.12, 0.11, 0.11, 0.12, 0.06, 0.09], "multiplicity": 1, "de_lowest_kj_mol": 815.2, "e_lumo_ha": -0.1498, "mol_weight_g_mol": 367.63}

---

{"formula": "C6H18NO", "method": "wB97M-V/def2-TZVPD", "species": ["C", "C", "C", "C", "C", "C", "N", "H", "H", "H", "H", "H", "H", "H", "H", "H", "H", "H", "H", "H", "H", "H", "H", "H", "H", "O"], "positions_angstrom": [[0.7017, -3.2967, -0.1520], [0.5932, -1.7645, -0.5139], [-0.7117, -1.1608, 0.1052], [-0.9453, 0.4220, -0.0227], [-0.0958, 1.1056, -1.0506], [-0.7432, 1.1430, 1.3582], [1.5613, -1.0505, 0.2657], [0.3908, -3.4859, 0.8974], [0.1820, -3.9996, -0.7987], [1.7589, -3.6174, -0.2569], [0.6973, -1.5660, -1.6094], [-0.6443, -1.3743, 1.1809], [-1.5329, -1.7441, -0.2766], [-2.1099, 0.6309, -0.3050], [-0.2536, 0.6674, -2.1463], [0.9336, 1.1175, -0.8162], [-0.3320, 2.1642, -1.1669], [-0.9800, 2.0990, 1.2588], [-1.4660, 0.7825, 2.0926], [0.3023, 1.0591, 1.8242], [4.6624, 0.9658, 0.2919], [2.5453, -1.1959, -0.2020], [4.1629, 1.1964, 0.7498], [-2.6385, 4.3234, 0.0422], [-3.1523, 3.1433, -0.8009], [-2.8863, 3.4359, 0.0512]], "forces_ev_per_a": [[1.75, -1.27, 1.45], [-0.79, 3.64, 1.46], [-0.59, 0.44, 0.08], [-1.87, 0.16, 0.74], [-1.92, -0.72, -3.20], [1.49, -4.59, 0.53], [1.66, -2.74, -2.40], [0.17, 0.39, -0.73], [-0.65, 0.87, -0.50], [-0.48, 0.28, 0.20], [0.56, -0.63, 0.48], [-0.16, -0.04, -0.28], [-0.50, -0.06, -0.27], [2.70, -0.83, 0.58], [0.54, 0.67, 2.19], [1.84, -0.41, 0.42], [-0.19, 0.01, 0.30], [-0.77, 4.39, -0.66], [0.15, -0.36, 0.02], [-1.30, -0.08, -0.91], [0.73, -0.35, -0.69], [-1.64, 0.89, 0.55], [-0.75, 0.33, 0.68], [0.46, 2.25, -0.39], [-0.36, 0.13, -1.14], [-0.09, -2.39, 1.48]], "lowdin_charge": [0.03, -0.36, -0.12, -0.38, -0.10, -0.07, 0.40, 0.11, 0.11, 0.10, 0.18, 0.12, 0.12, 0.19, 0.14, 0.05, 0.09, 0.00, 0.09, 0.11, 0.01, 0.16, 0.00, 0.01, 0.03, 0.00], "multiplicity": 1, "de_lowest_kj_mol": 732.3, "e_lumo_ha": -0.3286, "mol_weight_g_mol": 120.22, "charge": 1}

---

Number 1: E_tot -40007.3051 eV. Number 2: E_tot -80246.4705 eV. Number 3: E_tot -10038.2420 eV.